{"formula": "C2H4N4O", "method": "the ωB97M-V functional and the def2-TZVPD basis", "elements": ["C", "C", "H", "H", "H", "H", "N", "N", "N", "N", "O"], "xyz": [[-0.23586, -1.56815, -0.13582], [0.15711, -0.41628, 0.71438], [-0.43535, 2.44053, 0.61005], [1.22387, 1.91325, 1.00513], [-1.22507, 0.71817, -1.89431], [0.08695, -2.61830, 0.13133], [0.41290, 1.98012, 0.20645], [-0.11179, 0.70234, -0.05022], [-0.43932, 0.20899, -1.39182], [-0.54624, -1.12075, -1.35399], [0.70166, -0.36774, 1.85044]], "homo_energy_ev": -9.0586, "smiles": "Nn1[nH]ncc1=O", "e_above_lowest_kcal_mol": 79.7}


{"formula": "C16H19I2N7O2", "method": "the ωB97M-V functional and the def2-TZVPD basis", "elements": ["I", "I", "N", "N", "N", "N", "N", "O", "O", "C", "C", "C", "C", "C", "C", "C", "C", "C", "N", "N", "C", "C", "C", "C", "C", "C", "C", "H", "H", "H", "H", "H", "H", "H", "H", "H", "H", "H", "H", "H", "H", "H", "H", "H", "H", "H"], "xyz": [[1.66256, 1.12227, -3.37520], [-4.21310, -0.30596, -4.94138], [-2.92712, -0.14528, 1.61455], [-3.38003, 0.98868, 1.09035], [-1.48098, -1.45793, 0.39793], [-0.73652, 0.15837, 1.92096], [0.71602, -1.03592, 0.49793], [-4.53776, 0.81600, -1.87998], [3.31146, 2.27720, 2.86968], [-1.63595, -0.52468, 1.36723], [-0.26444, -1.68289, -0.06995], [0.44100, -0.26033, 1.55135], [-1.43587, 0.30681, -3.52373], [-0.91887, 1.43082, -1.49417], [-0.47615, 0.77751, -2.61490], [-2.79703, 0.36117, -3.23785], [-3.23672, 0.82407, -1.96562], [-2.32047, 1.39660, -1.07592], [-0.07865, -2.17826, -1.38052], [1.58587, 0.23412, 2.22603], [-2.55929, 1.92732, 0.30934], [1.34376, -2.44808, -1.83862], [-1.04781, -3.23465, -1.76547], [3.88404, 1.44564, 1.91550], [2.80807, 1.48341, 3.96199], [2.92388, 0.34070, 1.52224], [1.50726, 0.79892, 3.56506], [-4.91689, -0.07002, -2.07077], [-1.01713, -0.02387, -4.43246], [-0.05525, 1.99376, -0.99663], [-3.03103, 2.89379, 0.21568], [-1.62611, 2.12551, 0.82773], [1.38373, -3.04191, -2.75574], [1.93759, -1.56870, -2.17777], [1.97982, -2.91080, -1.08757], [-0.93720, -3.59755, -2.77898], [-2.10628, -2.80202, -1.74609], [-1.03332, -3.97588, -1.04251], [4.84539, 1.11318, 2.45035], [4.19531, 2.03972, 1.06966], [3.46782, 0.61929, 4.11940], [2.75945, 2.11534, 4.86089], [2.72114, 0.57911, 0.50907], [3.50097, -0.56116, 1.60995], [1.03837, 0.03366, 4.17392], [0.75644, 1.62291, 3.60503]], "homo_energy_ev": -8.7056, "smiles": "CN(C)c1nc(/N=N\\Cc2cc(I)cc(I)c2O)nc(N2CCOCC2)n1", "e_above_lowest_kcal_mol": 69.9}


{"formula": "C3H7O2", "method": "the ωB97M-V functional and the def2-TZVPD basis", "elements": ["C", "O", "H", "H", "H", "C", "C", "O", "H", "H", "H", "H"], "xyz": [[0.64071, 1.29455, -0.36107], [1.76291, 1.70840, -0.15290], [0.48109, 0.23060, -0.15271], [-0.17654, 1.93128, -0.69724], [4.72896, -5.32998, -2.88590], [-1.64221, 1.36077, 1.66321], [-2.12023, 0.51106, 0.69151], [-2.11002, 0.81166, -0.57443], [-2.08008, 1.31401, 2.65933], [-0.70861, 1.89502, 1.57750], [-2.84137, -0.30511, 0.84944], [4.06540, -5.42224, -2.61674]], "total_charge": -1, "homo_energy_ev": -2.3099, "e_above_lowest_kcal_mol": 88.7}


{"formula": "C3H6OS2", "method": "the ωB97M-V functional and the def2-TZVPD basis", "elements": ["C", "C", "O", "C", "S", "S", "H", "H", "H", "H", "H", "H"], "xyz": [[0.66990, -0.63473, 0.22829], [1.87648, 0.25011, -0.27231], [3.05823, -0.01471, -0.31828], [-0.56045, 0.36021, 0.31996], [-1.23781, -0.36162, 1.90979], [-2.70536, -0.18738, -1.57795], [0.27782, -1.50054, -0.47070], [1.11442, -0.94255, 1.31675], [1.69274, 1.34512, -0.45140], [-0.61310, 1.38932, 0.49416], [-0.80830, 0.29445, -0.84855], [-2.76457, 0.00232, -0.32975]], "homo_energy_ev": -8.9632, "e_above_lowest_kcal_mol": 158.4}


{"formula": "H14KrO7", "method": "the ωB97M-V functional and the def2-TZVPD basis", "elements": ["Kr", "O", "H", "H", "O", "H", "H", "O", "H", "H", "O", "H", "H", "O", "H", "H", "O", "H", "H", "O", "H", "H"], "xyz": [[16.35349, 9.40990, 18.33226], [18.38530, 9.54188, 15.10031], [18.05639, 8.70149, 15.41939], [17.59782, 10.04205, 14.88602], [19.57419, 7.81319, 20.45468], [18.84343, 8.32307, 20.80431], [19.17727, 7.24864, 19.79138], [17.55149, 8.34847, 22.40224], [17.58691, 8.28325, 23.35657], [16.71108, 8.76951, 22.22151], [13.54767, 6.42445, 18.52261], [13.36403, 7.34637, 18.70310], [14.46943, 6.31331, 18.75545], [18.43894, 11.93290, 17.50013], [18.43026, 11.00103, 17.28155], [19.17562, 12.03106, 18.10337], [14.47521, 8.19098, 14.45060], [14.41526, 9.03248, 14.90283], [13.88948, 7.61330, 14.93992], [12.75149, 8.98006, 18.49547], [12.55797, 9.59932, 19.19925], [12.87437, 9.52828, 17.72048]], "homo_energy_ev": -11.0975, "e_above_lowest_kcal_mol": 19.5}


{"formula": "C28H26FN2O", "method": "the ωB97M-V functional and the def2-TZVPD basis", "elements": ["C", "N", "C", "C", "C", "C", "N", "C", "C", "C", "C", "C", "C", "C", "C", "O", "C", "C", "H", "H", "H", "H", "H", "H", "H", "H", "H", "H", "H", "H", "H", "H", "H", "H", "F", "C", "C", "C", "C", "C", "C", "C", "C", "C", "C", "C", "C", "C", "H", "H", "H", "H", "H", "H", "H", "H", "H", "H"], "xyz": [[1.36359, -5.33732, -2.91292], [0.72432, -4.13261, -3.40860], [0.96992, -3.87895, -4.81784], [0.27762, -3.18738, -2.53829], [0.55778, -3.28416, -1.15873], [0.38155, -2.18238, -0.36340], [-0.26435, -1.05856, -0.78759], [-0.70744, 0.05191, 0.16113], [-0.45483, -0.36388, 1.62159], [-1.56646, -0.17224, 2.60589], [-1.21328, -0.05839, 3.96551], [-2.11500, 0.49825, 4.86967], [-3.40986, 0.82953, 4.44853], [-3.80973, 0.58694, 3.13009], [-2.89908, 0.05369, 2.21831], [0.64655, -0.74351, 2.02141], [-0.80803, -1.09437, -2.03931], [-0.45052, -2.04221, -2.96708], [0.77909, -5.78151, -2.10029], [1.41289, -6.04275, -3.74671], [2.38451, -5.14125, -2.54876], [0.42827, -3.00167, -5.17675], [2.04803, -3.74311, -5.00749], [0.64600, -4.76477, -5.37899], [0.99031, -4.17718, -0.71177], [0.75260, -2.19856, 0.64711], [-1.79382, 0.07282, 0.01997], [-0.19853, -0.30558, 4.28685], [-1.79475, 0.70133, 5.89451], [-4.11003, 1.28222, 5.15025], [-4.81974, 0.83273, 2.79326], [-3.20365, -0.14883, 1.19016], [-1.50962, -0.29673, -2.28082], [-0.76038, -1.89621, -3.99868], [3.77053, 3.97253, -1.35174], [2.79225, 3.06476, -1.68466], [2.76360, 2.54932, -2.97377], [1.66025, 1.76175, -3.32052], [0.63327, 1.53970, -2.40218], [0.77894, 1.88295, -1.05511], [-0.28111, 1.49447, -0.02176], [-0.01973, 2.14203, 1.36742], [-1.05402, 2.86306, 1.97645], [-0.89110, 3.38533, 3.25800], [0.33828, 3.26494, 3.91152], [1.38886, 2.58358, 3.29431], [1.18650, 1.97225, 2.05567], [1.82721, 2.76220, -0.72598], [3.54182, 2.80197, -3.68759], [1.58984, 1.32754, -4.31740], [-0.30455, 1.11585, -2.76556], [-1.20219, 1.99030, -0.36933], [-2.01205, 2.96520, 1.45456], [-1.73936, 3.87531, 3.74722], [0.48742, 3.69972, 4.89827], [2.37180, 2.48958, 3.76831], [1.99541, 1.37276, 1.61710], [1.90421, 3.24759, 0.24655]], "total_charge": 1, "homo_energy_ev": -11.5463, "smiles": "CN(C)c1cc[n+]([C@@H](C(=O)c2ccccc2)[C@@H](c2ccccc2)c2cccc(F)c2)cc1", "e_above_lowest_kcal_mol": 0.0}